Molecular formula: C6H11NO2
Method: DFT, ωB97M-V/def2-TZVPD

Values from the calculation:
SMILES: C=N[C@@](O)(CC)C(C)=O
Gap between HOMO and LUMO in hartree: 0.36426
E in eV: -11984.1405
Maximum force in hartree/bohr: 0.065
HOMO energy in eV: -9.49

Bonds (Å) are listed after each position.
Positions of all 20 atoms, in Å:
1 C 2.247 -0.562 -0.531  N2 1.253, H10 1.085, H11 1.091
2 N 1.136 0.018 -0.508  C1 1.253, C3 1.537
3 C -0.132 -0.425 0.240  N2 1.537, O4 1.365, C5 1.516, C7 1.539
4 O 0.005 -1.543 1.011  C3 1.365, H12 0.993
5 C -0.754 0.750 0.967  C3 1.516, C6 1.527, H13 1.089, H14 1.092
6 C 0.100 1.151 2.168  C5 1.527, H15 1.088, H16 1.088, H17 1.088
7 C -0.556 -0.818 -1.186  C3 1.539, C8 1.498, O9 1.233
8 C -1.186 0.208 -2.076  C7 1.498, H18 1.088, H19 1.089, H20 1.092
9 O -0.571 -2.027 -1.426  C7 1.233
10 H 2.941 -0.347 -1.336  C1 1.085
11 H 2.595 -1.270 0.223  C1 1.091
12 H -0.124 -2.290 0.371  O4 0.993
13 H -0.851 1.590 0.281  C5 1.089
14 H -1.749 0.439 1.294  C5 1.092
15 H 0.223 0.304 2.839  C6 1.088
16 H -0.378 1.962 2.716  C6 1.088
17 H 1.083 1.479 1.835  C6 1.088
18 H -2.204 0.393 -1.741  C8 1.088
19 H -1.197 -0.159 -3.101  C8 1.089
20 H -0.629 1.147 -2.039  C8 1.092

Löwdin population analysis, charges in e, atoms 1 to 6:
1. C -0.0084
2. N 0.0483
3. C -0.4945
4. O 0.0319
5. C -0.1618
6. C -0.0823